Molecular formula: C35H42Cl20N2O2PS4
Method: DFT, ωB97M-V/def2-TZVPD

CARTESIAN COORDINATES (ANGSTROEM)
C -1.251 -2.417 -3.721
C 0.007 -2.594 -4.716
C 1.281 -1.691 -4.329
C 2.359 -2.506 -3.450
N 3.712 -1.873 -3.411
C 3.674 -0.467 -2.913
C 3.018 -0.311 -1.440
C 3.021 1.280 -1.076
C 2.091 1.579 0.190
C 1.361 2.990 0.218
C 1.931 4.096 -0.739
C 1.324 5.546 -0.861
C 0.084 5.946 -0.024
S -0.573 7.658 -0.209
C -0.483 4.855 0.939
C -1.740 5.246 1.794
C -2.290 4.162 2.737
P -3.832 4.524 3.808
O -4.110 6.196 3.990
O -5.156 3.915 2.885
S -3.778 3.540 5.485
N -1.657 2.868 2.865
C -0.485 2.425 2.117
C -0.001 0.953 2.472
C -0.784 -0.143 1.549
C -0.443 -1.621 2.072
C -1.359 -2.708 1.344
C -2.898 -2.472 1.285
C -3.750 -3.523 0.533
C -3.144 -4.795 -0.164
C -1.613 -4.993 -0.032
C -0.695 -3.959 0.720
C 0.141 3.406 1.092
C 4.671 -2.676 -2.620
S 4.234 -4.116 -1.837
S 6.466 -2.166 -2.415
C 6.656 -1.589 -0.630
C 7.441 -0.179 -0.531
C 7.011 0.465 0.911
H -1.197 -3.144 -2.825
H -2.185 -2.731 -4.324
H -1.422 -1.342 -3.368
H -0.389 -2.374 -5.788
H 0.344 -3.697 -4.617
H 1.728 -1.301 -5.325
H 0.922 -0.743 -3.766
H 2.497 -3.521 -3.988
H 1.885 -2.636 -2.405
H 4.738 -0.014 -2.868
H 3.073 0.246 -3.596
H 3.570 -0.913 -0.635
H 1.915 -0.638 -1.465
H 4.107 1.622 -0.862
H 2.664 1.802 -2.047
H 1.257 0.774 0.165
H 2.644 1.412 1.189
H 2.853 3.926 -1.410
H 1.799 6.314 -1.561
H -0.888 7.785 -1.562
H -2.225 6.271 1.707
H -3.361 6.550 4.527
H -4.793 3.640 2.001
H -2.106 2.216 3.545
H 1.127 0.800 2.500
H -0.366 0.726 3.550
H -1.907 0.029 1.764
H -0.638 0.022 0.430
H -0.731 -1.639 3.196
H 0.684 -1.874 2.056
H -3.420 -1.577 1.753
H -4.877 -3.378 0.469
H -3.759 -5.555 -0.743
H -1.068 -5.882 -0.491
H 0.432 -4.099 0.820
H 7.109 -2.406 0.024
H 5.593 -1.394 -0.256
H 8.566 -0.372 -0.544
H 7.095 0.579 -1.318
H 7.937 0.743 1.533
H 6.370 1.411 0.793
H 6.402 -0.300 1.528
C -0.136 -8.547 1.464
Cl -1.141 -7.100 1.202
Cl 1.554 -8.055 1.709
Cl -0.713 -9.420 2.901
Cl -0.245 -9.607 0.043
C -0.942 0.094 -8.451
Cl -2.120 -0.679 -7.369
Cl -1.747 1.368 -9.390
Cl 0.369 0.807 -7.485
Cl -0.268 -1.122 -9.557
C -7.331 8.410 3.298
Cl -8.879 8.831 4.061
Cl -6.940 6.713 3.648
Cl -7.454 8.639 1.541
Cl -6.048 9.458 3.944
C -5.206 -8.930 -0.860
Cl -6.371 -9.742 0.208
Cl -6.033 -7.650 -1.776
Cl -3.907 -8.212 0.117
Cl -4.513 -10.113 -1.989
C -0.869 4.933 8.215
Cl -1.342 3.222 8.293
Cl -1.130 5.545 6.565
Cl -1.852 5.873 9.356
Cl 0.848 5.093 8.639

E_LUMO in eV: -4.81
Charge: +1
Orbital gap in eV: 5.05
Highest occupied orbital energy in eV: -9.86

=====

Molecular formula: C35H42Cl2IrN2O3S5
Method: DFT, ωB97M-V/def2-TZVPD

CARTESIAN COORDINATES (ANGSTROEM)
Ir -0.798 -0.823 0.185
C -2.706 0.332 3.906
C -2.881 1.835 3.670
C -1.960 2.674 4.565
C -2.964 2.328 2.213
C -3.886 3.366 2.056
C -4.255 3.851 0.821
C -3.737 3.239 -0.305
C -2.801 2.219 -0.218
C -2.341 1.616 -1.526
C -0.947 2.088 -1.930
C -2.520 0.099 -1.538
C -2.338 1.818 1.053
N -1.297 0.846 1.207
C -0.364 1.106 2.088
C 0.529 0.099 2.458
C 1.513 -0.037 3.438
C 1.993 -1.334 3.311
C 1.303 -1.955 2.244
N 0.418 -1.079 1.751
C 1.548 -3.335 1.689
C 0.842 -3.535 0.354
C 1.056 -4.384 2.697
C 3.057 -3.514 1.470
H -3.032 0.105 4.924
H -1.682 -0.023 3.811
H -3.326 -0.245 3.219
H -3.889 2.045 4.037
H -0.904 2.534 4.343
H -2.111 2.398 5.611
H -2.182 3.737 4.458
H -4.359 3.768 2.946
H -4.980 4.650 0.734
H -4.064 3.554 -1.289
H -3.028 1.999 -2.287
H -0.214 1.893 -1.152
H -0.955 3.165 -2.111
H -0.625 1.581 -2.842
H -1.535 -0.426 -1.404
H -2.754 -0.287 -2.529
H -3.300 -0.226 -0.855
H -0.300 2.089 2.531
H 1.813 0.716 4.150
H 2.743 -1.805 3.926
H -0.246 -3.454 0.448
H 1.042 -4.530 -0.044
H 1.181 -2.818 -0.395
H -0.035 -4.381 2.755
H 1.453 -4.190 3.695
H 1.376 -5.381 2.386
H 3.436 -2.757 0.781
H 3.254 -4.500 1.044
H 3.610 -3.429 2.408
Cl -3.036 -2.997 -0.190
C -2.322 -1.862 1.044
H -1.975 -2.512 1.848
H -3.165 -1.272 1.406
C 2.297 -4.296 -3.797
S 1.129 -5.353 -2.912
C -0.421 -4.722 -3.445
C -0.874 -3.446 -3.383
S -0.143 -2.014 -2.754
S -2.476 -3.252 -4.096
C -2.787 -4.874 -4.581
S -4.129 -5.359 -5.413
S -1.484 -5.914 -4.175
H 3.280 -4.741 -3.636
H 2.261 -3.282 -3.408
H 2.069 -4.294 -4.861
C 4.334 3.464 -0.500
C 3.394 3.530 -1.667
C 2.812 4.736 -2.038
C 1.937 4.797 -3.108
Cl 1.217 6.332 -3.535
C 1.623 3.670 -3.843
C 2.190 2.461 -3.473
C 3.058 2.388 -2.395
O 3.613 1.160 -2.130
C 3.280 0.496 -0.902
C 1.839 0.742 -0.441
O 1.590 1.769 0.193
O 1.012 -0.171 -0.781
H 4.826 4.425 -0.348
H 5.098 2.704 -0.659
H 3.779 3.207 0.405
H 3.050 5.639 -1.489
H 0.939 3.732 -4.678
H 1.954 1.548 -4.005
H 3.946 0.818 -0.097
H 3.432 -0.560 -1.112

Energy above the lowest of the compared OMol25 structures with the same formula, charge and spin in eV: 0.690
E_LUMO in eV: 1.98
Charge: -1
Orbital gap in eV: 6.42
Highest occupied orbital energy in eV: -4.44

=====

Molecular formula: C35H42IrO2S4Sb2
Method: DFT, ωB97M-V/def2-TZVPD

CARTESIAN COORDINATES (ANGSTROEM)
Ir -0.912 -1.883 1.143
C -3.664 -3.062 2.512
C -4.078 -1.668 2.074
S -3.029 -0.877 0.789
C -3.583 -1.698 -0.736
C -3.075 -3.114 -0.906
S -1.279 -3.067 -0.741
C -0.763 -4.738 -0.318
C 0.657 -4.617 0.202
S 0.897 -3.395 1.533
C 0.313 -4.347 2.987
C -1.184 -4.569 3.095
S -1.918 -2.932 2.939
H -3.772 -3.811 1.733
H -4.240 -3.373 3.385
H -4.035 -0.963 2.907
H -5.103 -1.670 1.699
H -3.221 -1.042 -1.533
H -4.673 -1.669 -0.758
H -3.304 -3.478 -1.911
H -3.478 -3.819 -0.184
H -0.783 -5.355 -1.220
H -1.467 -5.144 0.403
H 1.339 -4.293 -0.585
H 1.018 -5.580 0.567
H 0.690 -3.778 3.840
H 0.843 -5.301 2.974
H -1.430 -4.981 4.075
H -1.593 -5.221 2.328
C 1.937 2.859 -2.501
C 2.492 2.701 -1.090
C 1.395 2.861 -0.019
Sb 1.596 1.703 1.738
C -0.013 1.954 3.014
C -0.163 1.066 4.081
C -1.196 1.272 4.986
C -2.055 2.358 4.827
C -1.895 3.236 3.762
C -0.869 3.039 2.847
C 3.440 1.691 2.648
C 3.471 1.968 4.015
C 4.701 2.091 4.639
C 5.872 1.944 3.903
C 5.827 1.664 2.539
C 4.608 1.541 1.896
Sb 0.740 1.223 -3.221
C 1.478 0.587 -5.061
C 0.997 1.112 -6.260
C 1.626 0.759 -7.444
C 2.708 -0.114 -7.428
C 3.177 -0.636 -6.228
C 2.566 -0.286 -5.034
C -1.295 1.713 -3.136
C -1.975 2.348 -4.173
C -3.300 2.718 -3.988
C -3.943 2.452 -2.784
C -3.262 1.814 -1.751
C -1.936 1.443 -1.921
H 2.724 2.926 -3.252
H 1.299 3.742 -2.580
H 3.213 3.508 -0.943
H 3.055 1.772 -1.004
H 0.390 2.636 -0.388
H 1.377 3.895 0.334
H 0.529 0.243 4.228
H -1.311 0.610 5.834
H -2.839 2.532 5.552
H -2.555 4.086 3.655
H -0.742 3.741 2.032
H 2.561 2.102 4.590
H 4.747 2.311 5.697
H 6.829 2.053 4.394
H 6.744 1.547 1.978
H 4.580 1.320 0.837
H 0.153 1.786 -6.297
H 1.270 1.170 -8.379
H 3.190 -0.386 -8.357
H 4.028 -1.304 -6.222
H 2.947 -0.682 -4.101
H -1.498 2.570 -5.117
H -3.828 3.221 -4.787
H -4.973 2.751 -2.649
H -3.762 1.625 -0.809
H -1.398 0.963 -1.104
O 0.007 -0.209 0.570
O 1.361 -0.164 1.139

Energy above the lowest of the compared OMol25 structures with the same formula, charge and spin in eV: 0.530
E_LUMO (alpha / beta) in eV: -12.34 / -12.35
Charge: +4
Multiplicity: 2
Orbital gap (alpha / beta) in eV: 5.59 / 5.63
Expectation value of S²: 0.753
Highest occupied orbital energy (alpha / beta) in eV: -17.92 / -17.98

=====

| no. | energy (hartree) |
| --- | --- |
| 1 | -12756.06479 |
| 2 | -4709.86706 |
| 3 | -3685.38306 |